(1)
Here is a cluster of 2 separate species, C5H7NO in total at a distorted geometry from OMol25. Energies are from ωB97M-V with the def2-TZVPD basis set.

Atoms and positions in Å:
1 C -1.945 -0.053 -0.208
2 C -0.808 -0.750 0.468
3 C 0.657 -0.022 -0.110
4 C 1.996 -0.112 0.540
5 O 1.658 -0.818 -0.654
6 C 0.313 1.221 -0.899
7 N 0.969 2.139 -1.202
8 H -1.156 0.936 -0.978
9 H -2.593 0.574 0.412
10 H -2.496 -0.614 -0.971
11 H -0.772 -0.607 1.556
12 H -0.672 -1.799 0.182
13 H 2.794 0.634 0.428
14 H 2.055 -0.729 1.438

As for the HOMO energy: -9.99 eV. The value obtained for the largest force on an atom is 3.57 eV/Å. Its spin multiplicity is 1. Its energy is -8831.48689 eV. Its lowest unoccupied orbital energy is 0.04 eV. The energy above the lowest of the compared OMol25 structures with the same formula, charge and spin comes out at 108.8 kcal/mol.

(2)
Here is a structure of composition C5H7NO from OMol25. Energies are from ωB97M-V with the def2-TZVPD basis set.

Atoms and positions in Å:
1 C -1.420 -0.455 0.658
2 C -0.084 0.778 -1.088
3 C 0.840 1.382 -0.288
4 C 1.454 0.359 0.494
5 N 0.960 -0.808 0.183
6 C -0.161 -0.685 -0.807
7 O -0.383 -1.608 -1.608
8 H -2.375 -0.459 0.138
9 H -1.280 0.430 1.302
10 H -1.299 -1.362 1.263
11 H -0.688 1.237 -1.869
12 H 1.039 2.441 -0.182
13 H 2.162 0.479 1.306
14 H 1.234 -1.730 0.496

As for the HOMO energy (spin up / spin down): -7.92 / -7.92 eV. The value obtained for the largest force on an atom is 0.62 eV/Å. Its spin multiplicity is 1. Its energy is -8833.16829 eV. Its lowest unoccupied orbital energy (spin up / spin down) is -0.33 / -0.33 eV. The energy above the lowest of the compared OMol25 structures with the same formula, charge and spin comes out at 70.0 kcal/mol.

(3)
Here is the molecule C5H7NO from OMol25. Energies are from ωB97M-V with the def2-TZVPD basis set.

Atoms and positions in Å:
1 C 1.608 -0.571 -0.881
2 C 0.274 -0.067 -0.413
3 N -0.020 1.358 -0.581
4 C -0.026 0.832 0.759
5 C -1.320 0.108 1.098
6 C -1.045 -0.785 -0.125
7 O -1.590 -1.778 -0.524
8 H 1.876 -1.517 -0.402
9 H 2.361 0.178 -0.614
10 H 1.642 -0.704 -1.966
11 H -0.943 1.559 -0.958
12 H 0.689 1.217 1.477
13 H -2.245 0.683 1.203
14 H -1.194 -0.564 1.953

Its structure (SMILES) is C[C@]12N[C@H]1CC2=O. As for the HOMO energy: -9.49 eV. The value obtained for the largest force on an atom is 0.65 eV/Å. Its spin multiplicity is 1. Its energy is -8834.21105 eV. Its lowest unoccupied orbital energy is 0.97 eV. The energy above the lowest of the compared OMol25 structures with the same formula, charge and spin comes out at 45.9 kcal/mol.

(4)
Here is the molecule C5H7NO at a distorted geometry from OMol25. Energies are from ωB97M-V with the def2-TZVPD basis set.

Atoms and positions in Å:
1 C 1.236 1.473 -0.643
2 C 0.276 0.447 -0.132
3 N -0.048 0.483 1.285
4 C 0.367 -0.785 0.692
5 C -0.768 -1.717 0.342
6 C -1.651 -1.284 -0.542
7 O -2.425 -0.852 -1.307
8 H 1.443 1.299 -1.703
9 H 2.159 1.525 -0.069
10 H 0.713 2.434 -0.558
11 H -0.480 0.284 -0.896
12 H -1.037 0.466 1.519
13 H 1.295 -1.213 1.068
14 H -1.078 -2.561 0.943

Its structure (SMILES) is C[C@@H]1N[C@H]1C=C=O. As for the HOMO energy: -8.82 eV. The value obtained for the largest force on an atom is 1.07 eV/Å. Its spin multiplicity is 1. Its energy is -8833.58293 eV. Its lowest unoccupied orbital energy is 0.91 eV. The energy above the lowest of the compared OMol25 structures with the same formula, charge and spin comes out at 60.4 kcal/mol.

(5)
Here is a structure of composition C5H7NO from OMol25. Energies are from ωB97M-V with the def2-TZVPD basis set.

Atoms and positions in Å:
1 O -0.784 2.374 1.255
2 C -0.732 1.173 1.198
3 C -0.253 0.309 0.096
4 C -0.797 -0.681 -0.958
5 N 0.693 -1.019 -0.905
6 C 0.526 -0.889 0.633
7 C 0.891 0.500 -0.896
8 H -0.825 0.488 2.069
9 H -1.414 -1.536 -0.670
10 H -1.161 -0.238 -1.896
11 H -0.065 -1.658 1.172
12 H 1.402 -0.645 1.265
13 H 1.883 0.787 -0.542
14 H 0.635 1.035 -1.820

As for the HOMO energy: -9.14 eV. The value obtained for the largest force on an atom is 1.00 eV/Å. Its spin multiplicity is 1. Its energy is -8832.17193 eV. Its lowest unoccupied orbital energy is 0.70 eV. The energy above the lowest of the compared OMol25 structures with the same formula, charge and spin comes out at 93.0 kcal/mol.

(6)
Here is a cluster of 2 separate species, C5H7NO in total at a distorted geometry from OMol25. Energies are from ωB97M-V with the def2-TZVPD basis set.

Atoms and positions in Å:
1 H 1.666 -3.752 0.362
2 N 2.515 -3.192 0.358
3 C 2.697 -2.451 -0.660
4 C 4.069 -1.989 -1.013
5 H 1.959 -2.343 -1.467
6 H 4.085 -0.913 -1.181
7 H 4.409 -2.455 -1.938
8 H 4.779 -2.230 -0.227
9 C -3.456 3.720 1.065
10 C -4.363 2.791 0.836
11 C -5.587 2.363 0.830
12 O -6.743 2.282 0.673
13 H -2.434 3.510 0.776
14 H -3.597 4.660 1.587

Its structure (SMILES) is [H]/N=C/C.C=C=C=O. As for the HOMO energy: -8.93 eV. The value obtained for the largest force on an atom is 2.67 eV/Å. Its spin multiplicity is 1. Its energy is -8832.34511 eV. Its lowest unoccupied orbital energy is -0.73 eV. The energy above the lowest of the compared OMol25 structures with the same formula, charge and spin comes out at 89.0 kcal/mol.

(7)
Here is the molecule C5H7NO at a distorted geometry from OMol25. Energies are from ωB97M-V with the def2-TZVPD basis set.

Atoms and positions in Å:
1 C -1.502 -0.485 -0.124
2 C -0.549 -1.277 -0.637
3 C 0.880 -1.241 -0.116
4 C 1.511 0.160 -0.385
5 O 0.556 1.181 -0.385
6 N -0.120 1.299 0.836
7 C -1.191 0.567 0.894
8 H -2.538 -0.681 -0.322
9 H -0.785 -2.004 -1.406
10 H 0.894 -1.431 0.956
11 H 1.452 -2.046 -0.547
12 H 2.316 0.360 0.342
13 H 2.000 0.224 -1.379
14 H -1.830 0.689 1.791

Its structure (SMILES) is C1=CCCON=C1. As for the HOMO energy: -9.39 eV. The value obtained for the largest force on an atom is 1.75 eV/Å. Its spin multiplicity is 1. Its energy is -8833.15685 eV. Its lowest unoccupied orbital energy is 0.68 eV. The energy above the lowest of the compared OMol25 structures with the same formula, charge and spin comes out at 70.2 kcal/mol.

(8)
Here is the molecule C5H7NO from OMol25. Energies are from ωB97M-V with the def2-TZVPD basis set.

Atoms and positions in Å:
1 C -2.106 -0.805 0.225
2 C -1.292 0.025 -0.747
3 C -0.570 1.015 -0.269
4 N 0.263 1.688 0.338
5 C 1.190 0.631 0.767
6 C 2.200 0.200 -0.280
7 O 1.096 0.191 1.883
8 H -1.771 -0.619 1.253
9 H -3.172 -0.573 0.158
10 H -1.967 -1.871 0.011
11 H -1.245 -0.207 -1.810
12 H 2.380 -0.875 -0.186
13 H 3.124 0.739 -0.049
14 H 1.871 0.459 -1.295

Its structure (SMILES) is CC=C=NC(C)=O. As for the HOMO energy: -9.09 eV. The value obtained for the largest force on an atom is 0.92 eV/Å. Its spin multiplicity is 1. Its energy is -8834.31996 eV. Its lowest unoccupied orbital energy is 0.87 eV. The energy above the lowest of the compared OMol25 structures with the same formula, charge and spin comes out at 43.4 kcal/mol.

(9)
Here is the molecule C5H7NO from OMol25. Energies are from ωB97M-V with the def2-TZVPD basis set.

Atoms and positions in Å:
1 O 1.265 0.636 1.535
2 C 1.288 1.222 0.473
3 C 0.374 1.000 -0.672
4 C 0.160 -0.452 -0.961
5 C -0.241 -1.318 0.231
6 C -1.277 -0.230 0.566
7 N -0.989 0.461 -0.730
8 H 2.130 1.899 0.222
9 H 0.519 1.688 -1.507
10 H 0.480 -0.883 -1.906
11 H 0.452 -1.708 0.983
12 H -0.767 -2.142 -0.252
13 H -1.087 0.416 1.426
14 H -2.307 -0.589 0.593

Its structure (SMILES) is O=C[C@H]1[C@H]2CCN21. As for the HOMO energy: -9.50 eV. The value obtained for the largest force on an atom is 0.68 eV/Å. Its spin multiplicity is 1. Its energy is -8833.20966 eV. Its lowest unoccupied orbital energy is 0.94 eV. The energy above the lowest of the compared OMol25 structures with the same formula, charge and spin comes out at 69.0 kcal/mol.

(10)
Here is a cluster of 2 separate species, C5H7NO in total from OMol25. Energies are from ωB97M-V with the def2-TZVPD basis set.

Atoms and positions in Å:
1 C -1.514 0.358 -0.119
2 C -0.124 0.302 0.409
3 C 0.580 1.126 1.186
4 C 1.925 0.494 1.362
5 N 2.084 -0.626 0.763
6 C 0.817 -0.856 0.107
7 O 0.565 -1.818 -0.567
8 H -2.030 1.264 0.209
9 H -2.084 -0.516 0.216
10 H -1.509 0.328 -1.214
11 H 0.274 2.070 1.622
12 H 2.728 0.936 1.951
13 H -1.045 -1.435 -3.270
14 H -0.667 -1.625 -2.656

Its structure (SMILES) is CC1=CC=NC1=O.[H][H]. As for the HOMO energy: -10.09 eV. The value obtained for the largest force on an atom is 0.63 eV/Å. Its spin multiplicity is 1. Its energy is -8834.18695 eV. Its lowest unoccupied orbital energy is -0.99 eV. The energy above the lowest of the compared OMol25 structures with the same formula, charge and spin comes out at 46.5 kcal/mol.

(11)
Here is the molecule C5H7NO from OMol25. Energies are from ωB97M-V with the def2-TZVPD basis set.

Atoms and positions in Å:
1 C -1.375 -0.120 -1.229
2 N -0.819 1.012 -1.148
3 C 0.348 1.122 -0.328
4 C 0.216 0.974 1.165
5 C 0.890 -0.101 0.357
6 C 0.191 -1.410 0.076
7 O -1.049 -1.289 -0.638
8 H -2.269 -0.258 -1.835
9 H 1.048 1.869 -0.691
10 H -0.786 0.789 1.551
11 H 0.844 1.598 1.798
12 H 1.970 -0.193 0.448
13 H -0.055 -1.947 1.000
14 H 0.847 -2.046 -0.527

Its structure (SMILES) is C1=N[C@H]2C[C@H]2CO1. As for the HOMO energy: -9.18 eV. The value obtained for the largest force on an atom is 0.37 eV/Å. Its spin multiplicity is 1. Its energy is -8834.63964 eV. Its lowest unoccupied orbital energy is 0.96 eV. The energy above the lowest of the compared OMol25 structures with the same formula, charge and spin comes out at 36.0 kcal/mol.

(12)
Here is the molecule C5H7NO at a distorted geometry from OMol25. Energies are from ωB97M-V with the def2-TZVPD basis set.

Atoms and positions in Å:
1 C -1.710 0.313 -0.136
2 C -0.340 -0.645 0.259
3 N 0.592 -1.457 1.129
4 C 0.753 -0.007 1.036
5 C 1.232 0.632 -0.292
6 C 0.228 -0.272 -1.029
7 O -0.028 -0.607 -2.158
8 H -1.610 1.032 -1.010
9 H -1.891 0.948 0.720
10 H -2.533 -0.323 -0.427
11 H 1.305 -2.042 0.655
12 H 0.599 0.507 1.989
13 H 2.214 0.405 -0.670
14 H 1.028 1.713 -0.286

Its structure (SMILES) is C[C@]12N[C@H]1CC2=O. As for the HOMO energy: -8.68 eV. The value obtained for the largest force on an atom is 2.45 eV/Å. Its spin multiplicity is 1. Its energy is -8831.21011 eV. Its lowest unoccupied orbital energy is 0.71 eV. The energy above the lowest of the compared OMol25 structures with the same formula, charge and spin comes out at 115.1 kcal/mol.

(13)
Here is the molecule C5H7NO from OMol25. Energies are from ωB97M-V with the def2-TZVPD basis set.

Atoms and positions in Å:
1 C 0.503 -1.442 1.592
2 C 0.625 -0.151 1.307
3 C 0.863 0.400 -0.078
4 C -0.478 0.979 -0.509
5 N -0.997 1.104 -1.934
6 C -1.415 0.064 -1.163
7 O -1.947 -1.010 -1.231
8 H 0.682 -2.216 0.848
9 H 0.192 -1.769 2.580
10 H 0.431 0.586 2.087
11 H 1.174 -0.407 -0.753
12 H 1.651 1.165 -0.077
13 H -0.821 1.814 0.100
14 H -0.464 0.881 -2.768

Its structure (SMILES) is C=CC[C@H]1NC1=O. As for the HOMO energy: -9.59 eV. The value obtained for the largest force on an atom is 0.55 eV/Å. Its spin multiplicity is 1. Its energy is -8833.82125 eV. Its lowest unoccupied orbital energy is 1.03 eV. The energy above the lowest of the compared OMol25 structures with the same formula, charge and spin comes out at 54.9 kcal/mol.

(14)
Here is the molecule C5H7NO from OMol25. Energies are from ωB97M-V with the def2-TZVPD basis set.

Atoms and positions in Å:
1 C -0.295 -0.076 1.515
2 C 1.041 0.060 0.847
3 C 1.269 -0.163 -0.445
4 C 0.207 -0.572 -1.448
5 N -1.003 0.219 -1.453
6 C -1.640 0.989 -0.788
7 O -2.353 1.730 -0.214
8 H -0.230 -0.730 2.388
9 H -0.657 0.900 1.859
10 H -1.034 -0.511 0.836
11 H 1.872 0.370 1.481
12 H 2.282 -0.081 -0.834
13 H -0.079 -1.620 -1.287
14 H 0.620 -0.516 -2.457

Its structure (SMILES) is C/C=C\CN=C=O. As for the HOMO energy: -9.69 eV. The value obtained for the largest force on an atom is 0.76 eV/Å. Its spin multiplicity is 1. Its energy is -8835.28222 eV. Its lowest unoccupied orbital energy is 0.88 eV. The energy above the lowest of the compared OMol25 structures with the same formula, charge and spin comes out at 21.2 kcal/mol.

(15)
Here is a structure of composition C5H7NO at a distorted geometry from OMol25. Energies are from ωB97M-V with the def2-TZVPD basis set.

Atoms and positions in Å:
1 O -1.259 2.143 1.162
2 C -0.731 1.716 0.166
3 C -0.084 0.370 0.078
4 C 1.376 0.214 -0.285
5 N 0.492 -1.518 -0.053
6 C -0.482 -0.748 -0.910
7 C -0.052 -0.745 1.121
8 H -0.707 2.300 -0.785
9 H 1.657 0.473 -1.322
10 H 1.846 -0.670 0.210
11 H -0.181 -0.657 -1.960
12 H -1.499 -1.146 -0.829
13 H -1.025 -1.132 1.440
14 H 0.634 -0.643 1.973

As for the HOMO energy (spin up / spin down): -8.67 / -8.67 eV. The value obtained for the largest force on an atom is 2.50 eV/Å. Its spin multiplicity is 1. Its energy is -8830.00373 eV. Its lowest unoccupied orbital energy (spin up / spin down) is 0.14 / 0.14 eV. The energy above the lowest of the compared OMol25 structures with the same formula, charge and spin comes out at 143.0 kcal/mol.

(16)
Here is the molecule C5H7NO from OMol25. Energies are from ωB97M-V with the def2-TZVPD basis set.

Atoms and positions in Å:
1 C 1.008 1.107 1.155
2 C 0.337 0.519 0.162
3 C 0.681 0.721 -1.289
4 O 0.161 -0.409 -1.992
5 C -0.684 -1.032 -1.112
6 C -0.711 -0.508 0.127
7 N -1.453 -0.925 1.244
8 H 0.697 1.131 2.195
9 H 1.945 1.604 0.913
10 H 1.755 0.830 -1.457
11 H 0.166 1.616 -1.664
12 H -1.194 -1.904 -1.510
13 H -0.895 -0.886 2.089
14 H -1.815 -1.866 1.137

Its structure (SMILES) is C=C1COC=C1N. As for the HOMO energy: -7.54 eV. The value obtained for the largest force on an atom is 0.38 eV/Å. Its spin multiplicity is 1. Its energy is -8834.52621 eV. Its lowest unoccupied orbital energy is 0.97 eV. The energy above the lowest of the compared OMol25 structures with the same formula, charge and spin comes out at 38.7 kcal/mol.

(17)
Here is a structure of composition C5H7NO from OMol25. Energies are from ωB97M-V with the def2-TZVPD basis set.

Atoms and positions in Å:
1 N 2.384 -0.093 0.640
2 C 1.841 -0.886 -0.058
3 O 1.185 -1.632 -0.769
4 C -0.536 -0.406 -1.065
5 C -1.231 -0.523 0.279
6 C -0.774 0.934 0.399
7 C -0.159 0.913 -0.858
8 H 1.443 0.440 1.504
9 H -0.697 -0.995 -1.963
10 H -0.823 -1.205 1.026
11 H -2.309 -0.687 0.168
12 H 0.598 0.776 1.813
13 H -1.269 1.757 0.910
14 H 0.333 1.648 -1.479

As for the HOMO energy (spin up / spin down): -8.57 / -8.57 eV. The value obtained for the largest force on an atom is 1.00 eV/Å. Its spin multiplicity is 1. Its energy is -8830.11218 eV. Its lowest unoccupied orbital energy (spin up / spin down) is -1.11 / -1.11 eV. The energy above the lowest of the compared OMol25 structures with the same formula, charge and spin comes out at 140.5 kcal/mol.